No. 1
Entry from the OMol25 dataset: one molecule with the formula C19H17ClN2O3S2 (ωB97M-V with the def2-TZVPD basis set).

XYZ file:
```
44
Properties=species:S:1:pos:R:3:nbo_charge:R:1
O 1.10 -3.04 3.72 -0.6215
O 3.40 -1.94 -0.95 -0.9236
O 4.43 -2.39 1.20 -0.9229
Cl 0.19 3.28 2.56 0.0052
S -1.71 -2.50 0.92 0.4240
C 0.13 -2.58 3.14 0.6529
C 0.24 -2.53 -0.65 -0.2696
C -0.18 -2.60 1.70 -0.3867
C -1.11 -2.25 -0.70 -0.1457
C 0.75 -2.61 0.74 0.1851
C -4.07 -1.18 -3.56 -0.1868
C -4.37 -1.32 -2.20 -0.2123
C -2.75 -1.42 -4.03 -0.2112
C -3.43 -1.78 -1.29 -0.1750
C -1.78 -1.82 -3.12 -0.1712
C 2.28 1.64 2.51 -0.1815
C 1.55 0.38 0.20 -0.1968
C 1.19 2.06 1.82 -0.0134
C -2.10 -1.97 -1.71 -0.1096
C 0.91 1.48 0.65 -0.0446
C 3.02 0.49 2.17 0.0140
C 2.58 -0.18 1.01 -0.2727
N -0.63 -1.95 4.10 -0.8008
N 2.08 -2.87 1.03 -0.8692
C -0.15 2.15 -0.34 -0.6237
C 4.22 0.16 2.96 -0.6359
S 3.20 -1.89 0.52 2.2422
H 1.01 -2.72 -1.49 0.2770
H -4.84 -0.85 -4.34 0.2217
H -5.34 -1.18 -1.89 0.2119
H -2.58 -1.35 -5.09 0.2226
H -3.81 -2.00 -0.27 0.2266
H -0.76 -1.83 -3.52 0.2245
H 2.42 1.94 3.46 0.2093
H 1.11 -0.03 -0.72 0.2492
H -1.62 -1.98 3.88 0.3713
H -0.39 -2.14 5.09 0.4140
H 2.16 -3.04 2.02 0.4585
H -0.88 1.42 -0.50 0.2142
H 0.28 2.35 -1.30 0.2201
H -0.67 3.01 0.04 0.2288
H 4.29 0.79 3.92 0.2148
H 5.07 0.30 2.35 0.2400
H 4.13 -0.90 3.27 0.2472
```

Computed properties:
Energy relative to the best compared isomer or geometry (same formula, charge and spin) = 2.413 eV
Gap between HOMO and LUMO = 8.140 eV
Spin multiplicity = 1
SMILES string = Cc1cc(S(=O)(=O)Nc2cc(-c3ccccc3)sc2C(N)=O)c(C)cc1Cl
LUMO level = -0.72 eV

No. 2
Entry from the OMol25 dataset: one molecule with the formula C19H17ClN4O3S (ωB97M-V with the def2-TZVPD basis set).

XYZ file:
```
45
Properties=species:S:1:pos:R:3:nbo_charge:R:1
O -0.54 1.38 4.21 -0.5967
C -0.74 1.47 3.02 0.6690
N 0.21 1.41 2.05 -0.6515
C 1.57 1.17 2.20 0.2002
C 2.19 0.91 3.42 -0.2686
C 3.55 0.65 3.46 -0.0358
C 4.31 0.64 2.30 -0.2406
C 3.71 0.90 1.09 -0.2383
C 2.35 1.17 1.02 0.2316
O 1.73 1.51 -0.15 -0.4955
C 1.91 0.73 -1.27 0.2898
C 1.70 1.34 -2.50 -0.3085
C 1.78 0.59 -3.66 -0.1863
C 2.05 -0.77 -3.60 -0.2271
C 2.26 -1.37 -2.37 -0.1900
C 2.19 -0.63 -1.20 -0.2477
H 2.33 -1.11 -0.24 0.2264
H 2.47 -2.43 -2.32 0.2197
H 2.10 -1.35 -4.51 0.2206
H 1.62 1.06 -4.62 0.2212
H 1.50 2.40 -2.53 0.2322
H 4.29 0.90 0.18 0.2322
H 5.37 0.43 2.36 0.2301
Cl 4.29 0.33 4.98 0.0120
H 1.60 0.91 4.32 0.2702
H -0.10 1.49 1.08 0.4522
C -2.14 1.67 2.45 -0.6090
H -2.16 2.36 1.61 0.2545
H -2.80 2.00 3.24 0.2605
S -2.85 0.09 1.87 0.3024
C -2.21 0.04 0.25 0.2180
N -1.39 0.90 -0.27 -0.3615
N -1.21 0.47 -1.56 -0.4410
C -1.87 -0.69 -1.82 0.7416
O -1.88 -1.32 -2.85 -0.6384
N -2.55 -0.96 -0.63 -0.4268
C -3.44 -2.03 -0.33 -0.0703
C -4.88 -1.91 -0.74 -0.4214
C -3.98 -2.89 -1.42 -0.4123
H -4.10 -3.94 -1.20 0.2217
H -3.66 -2.69 -2.42 0.2623
H -5.17 -1.03 -1.30 0.2234
H -5.64 -2.26 -0.06 0.2208
H -3.22 -2.47 0.64 0.2228
H -0.53 0.93 -2.15 0.4318
```

Computed properties:
Energy relative to the best compared isomer or geometry (same formula, charge and spin) = 0.282 eV
Gap between HOMO and LUMO = 9.020 eV
Spin multiplicity = 1
SMILES string = O=C(CSc1n[nH]c(=O)n1C1CC1)Nc1cc(Cl)ccc1Oc1ccccc1
LUMO level = 0.61 eV

No. 3
Entry from the OMol25 dataset: C19H17CuN5O12 as an isolated structure (ωB97M-V with the def2-TZVPD basis set).

XYZ file:
```
54
Properties=species:S:1:pos:R:3:nbo_charge:R:1
Cu 0.26 -0.20 -0.37 0.9453
O -2.75 -2.37 2.31 -0.6937
C -1.84 -1.74 1.55 0.7582
O -2.00 -1.58 0.37 -0.5492
C -0.63 -1.31 2.32 0.0575
C -0.45 -1.65 3.65 -0.2125
C 0.68 -1.18 4.30 -0.1911
C 1.57 -0.38 3.62 -0.1922
C 1.32 -0.08 2.28 0.1286
N 0.24 -0.55 1.66 -0.4629
C 2.22 0.90 1.50 0.7504
O 3.06 1.51 2.17 -0.7032
O 1.96 0.99 0.27 -0.8193
H -3.49 -2.60 1.73 0.4968
H -1.19 -2.26 4.16 0.2283
H 0.86 -1.44 5.34 0.2105
H 2.46 0.03 4.07 0.2487
O -1.00 1.59 -0.34 -0.6240
C -1.08 2.42 -1.23 0.7221
C -2.04 3.58 -1.14 -0.4980
C -1.21 4.76 -0.57 -0.3837
C 0.13 5.08 -1.25 -0.4052
C 1.25 4.04 -1.00 -0.4301
C 1.19 2.82 -1.93 -0.2447
N -0.21 2.52 -2.29 -0.6421
H -2.85 3.35 -0.45 0.2237
H -2.44 3.83 -2.12 0.2059
H -1.00 4.54 0.48 0.2081
H -1.83 5.66 -0.60 0.2024
H 0.47 6.04 -0.85 0.2098
H -0.01 5.22 -2.33 0.1849
H 1.19 3.69 0.03 0.2243
H 2.23 4.52 -1.12 0.2137
H 1.64 1.97 -1.42 0.2756
H 1.73 3.00 -2.87 0.1939
H -0.54 3.16 -2.99 0.3736
O 4.00 0.70 -6.78 -0.4212
N 4.23 0.20 -5.68 0.5334
O 5.36 -0.07 -5.30 -0.4084
C 3.12 -0.08 -4.82 -0.0950
C 1.83 0.24 -5.24 -0.1158
C 0.77 -0.02 -4.42 -0.0902
C 0.90 -0.57 -3.08 0.5119
O -0.07 -0.65 -2.31 -0.6808
C 2.28 -0.91 -2.73 -0.1198
C 3.33 -0.64 -3.57 -0.0921
N 2.58 -1.47 -1.45 0.5186
O 3.75 -1.57 -1.10 -0.4155
O 1.64 -1.81 -0.73 -0.4237
N -0.54 0.37 -4.89 0.5322
O -0.63 1.41 -5.54 -0.4303
O -1.48 -0.37 -4.68 -0.3477
H 1.66 0.68 -6.21 0.2610
H 4.34 -0.88 -3.25 0.2732
```

Computed properties:
Energy relative to the best compared isomer or geometry (same formula, charge and spin) = 0.163 eV
Net charge = -1
Gap between HOMO and LUMO = 6.473 eV
Spin multiplicity = 1
LUMO level = 2.14 eV

No. 4
Entry from the OMol25 dataset: C19H17F5MgN2 as an isolated structure (ωB97M-V with the def2-TZVPD basis set).

XYZ file:
```
44
Properties=species:S:1:pos:R:3:nbo_charge:R:1
C -0.69 -2.59 -0.87 -0.6109
C -1.29 -2.47 0.52 -0.6133
H -1.46 -2.75 -1.63 0.2068
H 0.02 -3.43 -0.93 0.2068
H -0.11 -1.69 -1.14 0.1924
H -0.93 -1.55 1.02 0.1946
H -2.39 -2.39 0.52 0.2071
H -0.99 -3.32 1.14 0.2070
C 1.47 1.55 -2.54 0.0876
C 2.08 2.51 -3.35 -0.2360
C 2.18 3.81 -2.86 -0.1523
C 1.73 4.09 -1.57 -0.2160
H 1.31 0.53 -2.89 0.2255
H 2.43 2.22 -4.33 0.2336
H 2.60 4.59 -3.49 0.2312
H 1.74 5.10 -1.16 0.2195
N 1.06 1.83 -1.30 -0.5419
C 1.21 3.07 -0.76 0.1775
C 0.80 3.24 0.67 0.1718
N 0.25 2.17 1.29 -0.5488
C -0.02 2.17 2.61 0.0892
C 0.70 4.45 2.78 -0.1465
C 0.22 3.30 3.40 -0.2373
H -0.43 1.26 3.04 0.2258
H 0.01 3.24 4.46 0.2330
C 0.98 4.42 1.41 -0.2134
H 1.34 5.29 0.89 0.2184
H 0.86 5.35 3.36 0.2292
Mg 0.05 0.56 0.01 1.6349
C 1.62 -0.63 0.68 -1.4016
H 1.73 -0.15 1.67 0.1839
H 2.40 -0.23 0.03 0.1880
H 1.68 -1.72 0.76 0.2084
F -2.66 1.07 1.59 -0.3425
C -2.84 1.24 0.24 0.2897
C -1.89 0.83 -0.67 -0.6622
C -2.16 0.88 -2.01 0.3062
F -1.29 0.37 -2.93 -0.3404
C -3.37 1.42 -2.48 0.2598
F -3.61 1.48 -3.80 -0.3016
C -4.31 1.88 -1.55 0.2464
F -5.45 2.45 -1.99 -0.2981
C -4.05 1.79 -0.19 0.2984
F -4.96 2.22 0.71 -0.3100
```

Computed properties:
Energy relative to the best compared isomer or geometry (same formula, charge and spin) = 0.004 eV
Gap between HOMO and LUMO = 6.485 eV
Spin multiplicity = 1
LUMO level = -0.99 eV

No. 5
Entry from the OMol25 dataset: one molecule with the formula C19H17N3O4S2 (ωB97M-V with the def2-TZVPD basis set).

XYZ file:
```
45
Properties=species:S:1:pos:R:3:nbo_charge:R:1
C -3.70 -3.47 -0.13 -0.2511
H -3.32 -3.53 0.89 0.1813
O -4.46 -2.31 -0.34 -0.5087
C -3.85 -1.09 -0.19 0.2339
C -2.51 -0.97 0.17 -0.2653
C -1.92 0.28 0.31 -0.1139
C -2.67 1.44 0.11 -0.2845
C -4.00 1.34 -0.25 0.2684
C -4.61 0.07 -0.40 0.2885
O -5.92 0.15 -0.75 -0.4913
C -6.70 -1.00 -0.99 -0.2386
H -7.68 -0.62 -1.27 0.1887
H -6.30 -1.60 -1.81 0.1822
H -6.79 -1.62 -0.10 0.1830
O -4.83 2.39 -0.48 -0.4787
C -4.30 3.69 -0.35 -0.2512
H -5.13 4.36 -0.58 0.2023
H -3.49 3.87 -1.05 0.1757
H -3.95 3.88 0.67 0.1750
H -2.19 2.40 0.22 0.2294
C -0.54 0.36 0.68 0.4652
N 0.28 -0.63 0.90 -0.2981
N 1.47 -0.11 1.22 -0.2697
C 1.35 1.17 1.19 0.4288
O 0.09 1.55 0.85 -0.4134
C 2.39 2.18 1.43 -0.5734
H 1.97 3.09 1.85 0.2501
H 3.19 1.77 2.05 0.2916
S 3.17 2.67 -0.16 0.3005
C 4.38 1.44 -0.27 -0.0869
N 4.71 0.66 0.68 -0.4897
C 5.69 -0.21 0.31 0.1866
C 6.26 -1.19 1.12 -0.2220
C 7.26 -1.98 0.60 -0.2109
C 7.70 -1.82 -0.71 -0.2145
C 7.15 -0.86 -1.53 -0.2048
C 6.14 -0.06 -1.02 -0.2442
S 5.25 1.23 -1.80 0.3758
H 7.48 -0.73 -2.55 0.2189
H 8.48 -2.46 -1.09 0.2157
H 7.71 -2.75 1.22 0.2159
H 5.90 -1.30 2.14 0.2272
H -1.89 -1.83 0.34 0.2450
H -2.86 -3.54 -0.84 0.1816
H -4.39 -4.30 -0.31 0.1997
```

Computed properties:
Energy relative to the best compared isomer or geometry (same formula, charge and spin) = 0.239 eV
Gap between HOMO and LUMO = 8.327 eV
Spin multiplicity = 1
SMILES string = COc1cc(-c2nnc(CSc3nc4ccccc4s3)o2)cc(OC)c1OC
LUMO level = 0.52 eV

No. 6
Entry from the OMol25 dataset: C19H17N5SSe2V as an isolated structure (ωB97M-V with the def2-TZVPD basis set).

XYZ file:
```
45
Properties=species:S:1:pos:R:3:mulliken_spin:R:1
V 0.38 0.35 -0.29 2.1158
C -0.70 2.20 2.93 0.0059
N -1.06 0.82 2.54 -0.0038
C -1.95 0.05 3.26 -0.0031
C -2.03 -1.15 2.65 -0.0004
N -1.19 -1.08 1.57 -0.0065
C -0.58 0.14 1.48 -0.0559
S -0.08 2.91 -0.48 -0.0281
C -0.76 -2.12 0.68 0.0208
C -1.13 -3.43 0.81 -0.0064
C -0.57 -4.35 -0.08 0.0116
C 0.33 -3.93 -1.04 0.0028
C 0.64 -2.59 -1.10 0.0331
N 0.10 -1.68 -0.26 -0.0811
H -0.74 2.27 4.01 0.0006
H -1.40 2.90 2.50 0.0003
H 0.31 2.41 2.60 -0.0002
H -2.45 0.42 4.14 -0.0005
H -2.61 -2.02 2.92 0.0003
H -1.82 -3.75 1.58 0.0000
H -0.84 -5.40 0.00 0.0001
H 0.78 -4.62 -1.73 0.0002
H 1.33 -2.21 -1.83 0.0001
Se 1.13 3.31 -2.31 0.0117
Se 1.70 1.11 -2.83 -0.0093
C 2.97 0.85 -1.42 0.0215
C 4.33 1.01 -1.53 -0.0095
C 5.11 0.77 -0.40 0.0232
C 4.50 0.38 0.79 -0.0085
C 3.13 0.25 0.82 0.0544
N 2.37 0.48 -0.27 -0.0462
C -1.49 2.11 -1.23 -0.0094
C -2.62 2.74 -1.68 -0.0069
C -3.58 1.95 -2.30 0.0013
C -3.37 0.59 -2.46 0.0001
C -2.21 0.03 -1.97 0.0133
N -1.28 0.78 -1.35 -0.0417
H 4.77 1.31 -2.47 -0.0002
H 6.18 0.89 -0.45 0.0005
H 5.08 0.19 1.68 -0.0001
H 2.62 -0.05 1.73 -0.0016
H -2.74 3.81 -1.55 -0.0001
H -4.49 2.40 -2.68 0.0001
H -4.09 -0.04 -2.96 -0.0001
H -2.00 -1.03 -2.06 0.0017
```

Computed properties:
Net charge = +3
Gap between HOMO and LUMO (spin up / spin down) = 7.497 / 8.120 eV
Spin multiplicity = 3
LUMO level (spin up / spin down) = -10.88 / -10.26 eV

| no. | total energy (eV) |
| --- | --- |
| 1 | -63292.23556 |
| 2 | -55439.68954 |
| 3 | -96635.38096 |
| 4 | -41990.58217 |
| 5 | -54308.06942 |
| 6 | -194621.03213 |